{
  "formula": "C22H18N7O3SSeW",
  "method": "the ωB97M-V functional and the def2-TZVPD basis",
  "energy_ha": -4324.55821,
  "spin_multiplicity": 3,
  "homo_lumo_gap_ev": [6.601, 5.950],
  "charge": 1,
  "homo_energy_ha": [-0.4383, -0.4438],
  "largest_force_ev_per_a": 0.8,
  "symbols": ["H", "H", "C", "H", "C", "H", "H", "C", "O", "C", "C", "C", "C", "N", "C", "C", "C", "O", "C", "H", "H", "H", "Se", "O", "C", "N", "C", "N", "S", "C", "H", "H", "H", "C", "C", "H", "N", "W", "C", "N", "C", "H", "N", "C", "H", "H", "N", "H", "C", "H", "H", "C", "C"],
  "positions_angstrom": [[2.72931, 0.10346, -0.38649], [-1.99917, -3.08948, 0.52843], [-0.75851, 4.27378, -0.46149], [-1.22257, -0.23829, -2.12169], [1.84793, -0.95687, -2.04026], [-3.32654, 2.08718, -0.18311], [4.76447, 0.31650, -4.15978], [-4.77220, -0.53119, 2.15060], [0.28668, -1.29873, -0.20028], [-3.34840, 1.43715, 2.75441], [-0.44844, 5.63837, -0.11946], [-1.75062, 0.23747, -1.30491], [-2.34321, 2.47612, -0.41995], [1.92032, 3.03675, 2.09343], [-0.19034, 2.18139, -1.49153], [1.95239, -1.32008, -3.37076], [-4.62959, -1.62305, 1.37495], [0.98415, -3.68453, -4.07011], [-1.44125, 1.64918, -1.12117], [3.06867, -1.16499, -5.20449], [4.60707, 0.94531, -1.79442], [-3.62394, 1.29670, 3.79685], [-0.13897, -1.19928, 2.70055], [-0.35508, -1.64678, -4.57943], [-2.79677, -2.60255, -0.03109], [-0.07363, -2.33332, -2.19473], [-2.01323, 3.77225, -0.09704], [-0.01739, 1.69539, 1.52548], [0.56465, -2.36366, -3.75236], [0.14783, 3.48443, -1.17167], [-3.92550, 2.26041, 2.33676], [-5.29112, -2.45216, 1.19811], [-3.56921, -3.33269, -0.25336], [3.84352, 0.31326, -2.22727], [3.93484, -0.04875, -3.56946], [1.10277, 3.89898, -1.46786], [-3.60837, 0.20282, 2.02189], [-0.73755, 0.10446, 0.66465], [2.79306, -0.14281, -1.43967], [-0.25233, 6.72973, 0.17728], [2.98943, -0.87870, -4.16471], [-2.71039, 4.41593, 0.42189], [2.93341, 4.90128, 0.78790], [0.63068, -1.56619, -1.46586], [-2.28946, 1.67635, 2.70423], [-2.39438, -2.21523, -0.96411], [-3.39031, -1.53304, 0.77269], [0.49791, 1.57010, -2.06450], [-2.76631, -0.41249, 1.17617], [-2.81074, 0.01045, -1.35425], [-5.58658, -0.21105, 2.77565], [0.94153, 2.38122, 1.75874], [2.44417, 4.04608, 1.38167]]
}

---

{
  "formula": "C34H32BBrF4FeN8PSe2",
  "method": "the ωB97M-V functional and the def2-TZVPD basis",
  "energy_ha": -11158.16476,
  "spin_multiplicity": 5,
  "homo_lumo_gap_ev": [3.810, 3.958],
  "charge": 3,
  "homo_energy_ha": [-0.5736, -0.5736],
  "largest_force_ev_per_a": 1.5,
  "symbols": ["H", "C", "N", "C", "C", "C", "C", "H", "C", "C", "C", "C", "C", "H", "N", "C", "H", "C", "C", "H", "H", "N", "H", "H", "H", "C", "C", "C", "H", "H", "F", "Se", "C", "C", "H", "H", "C", "F", "Se", "C", "C", "H", "F", "H", "C", "C", "H", "Br", "H", "H", "H", "N", "C", "N", "H", "B", "H", "F", "H", "C", "C", "H", "H", "C", "H", "C", "C", "C", "N", "C", "H", "C", "P", "C", "H", "H", "N", "H", "N", "H", "H", "C", "H", "Fe"],
  "positions_angstrom": [[3.24156, -2.90489, 1.76531], [3.64200, 2.65153, 1.48471], [-1.39368, -0.94923, 2.31791], [-1.14880, -1.85260, 3.28127], [-2.20127, -1.88722, 4.17962], [3.61959, -2.59256, -2.34465], [-3.60925, -1.14874, -1.74499], [3.44477, -3.77846, -4.12284], [-0.22219, 2.42273, -2.87441], [1.32862, -1.27748, -3.25048], [1.62324, -4.71212, -1.64394], [4.89144, 2.75556, 0.88803], [1.35336, -3.75604, 1.18836], [0.91842, -0.71948, 4.16992], [-5.14723, 1.96505, 2.55861], [3.01484, -2.98116, -3.53090], [0.45053, 3.23123, 1.28486], [-5.73602, -0.11081, 2.03219], [1.97094, 1.99316, -3.66682], [-5.19316, -0.08026, -0.59491], [-0.25720, -2.45577, 3.28676], [-2.60183, -0.41688, 2.57474], [1.39105, -4.54676, -2.69317], [3.57026, -1.22172, -0.68862], [0.35068, -3.89291, 1.59774], [-6.42354, 1.81863, 2.83154], [-3.10405, -0.95402, 3.69147], [-2.78494, 3.12947, 1.42543], [4.52262, -3.08719, -2.01065], [-7.81903, 0.07573, 2.71894], [2.78564, 3.11828, -5.54014], [1.08912, -3.13481, -0.66443], [5.11770, 2.13392, -0.33165], [-1.64791, 3.91065, 1.32658], [-2.29946, -2.50437, 5.05506], [-1.48237, -1.80691, -1.89585], [1.80572, 2.91468, -4.68707], [-1.59997, 3.88270, -4.07514], [1.79934, -0.87653, 1.80070], [0.60401, 3.59791, -4.81109], [-6.84886, 0.50236, 2.53177], [-3.81393, 3.42464, 1.48304], [0.42553, 4.46264, -5.77331], [2.69561, -4.85771, -1.51457], [1.85636, -2.33717, -3.97101], [-2.27975, -1.29467, -1.38127], [-5.60476, -1.12705, 1.69351], [-1.71796, 2.08545, -1.79324], [1.83400, -4.73256, 1.13032], [5.68653, 3.30008, 1.37850], [1.72095, 0.78569, 3.65602], [-4.71451, 0.80221, 2.02234], [-4.17751, -0.42120, -0.70926], [-3.23220, -0.16537, 0.20489], [-6.99659, 2.62156, 3.26320], [-3.29297, 0.56464, 1.58538], [6.10194, 2.15631, -0.78001], [3.10776, 1.29260, -3.66748], [1.65009, 1.90123, 1.30349], [-0.60079, 3.00700, 1.33349], [1.96970, -0.83412, -2.08989], [-1.58611, 4.98144, 1.25252], [2.07927, -3.03265, 3.09451], [4.09723, 1.46725, -0.99315], [3.46619, 3.09079, 2.45806], [2.81911, 1.41731, -0.43228], [2.62210, 1.98487, 0.82903], [0.99840, 1.75852, -2.69280], [-2.41939, 1.83712, 1.49687], [2.19077, -2.80967, 2.03380], [4.32544, 0.98597, -1.92942], [3.08466, -1.54448, -1.60171], [1.36446, 0.65778, -1.25033], [-0.42128, 3.31183, -3.91883], [2.70735, -0.61364, 4.12488], [1.38676, -2.64878, -4.89491], [-2.06273, -0.69538, -0.20249], [1.07307, -5.57917, -1.27661], [-1.05768, 1.75141, 1.43623], [-4.05760, -0.64902, 4.08979], [0.44978, -0.75919, -3.61710], [1.77748, -0.30053, 3.65461], [-4.09277, -1.52338, -2.62959], [-0.37670, -0.17724, 0.77498]]
}

---

{
  "formula": "C16H32FN4O2S",
  "method": "the ωB97M-V functional and the def2-TZVPD basis",
  "energy_ha": -1496.14686,
  "homo_lumo_gap_ev": 8.601,
  "charge": 1,
  "homo_energy_ha": -0.4489,
  "largest_force_ev_per_a": 3.4,
  "symbols": ["C", "H", "O", "C", "O", "H", "C", "H", "H", "H", "C", "N", "H", "F", "C", "H", "H", "H", "H", "H", "C", "H", "H", "H", "H", "H", "H", "N", "S", "H", "H", "C", "H", "H", "H", "H", "H", "C", "H", "H", "N", "H", "C", "H", "C", "C", "C", "C", "C", "H", "C", "H", "C", "H", "H", "N"],
  "positions_angstrom": [[-5.40180, -0.07449, 4.31321], [0.16170, 1.77840, -0.06766], [-3.66059, -1.77178, 4.32417], [2.17969, 1.86230, -4.18673], [-4.03078, -0.57120, 2.41085], [-2.44886, -3.32339, 1.56713], [3.77062, 0.62465, -0.01868], [-0.52132, 1.14866, 2.34296], [-5.13884, 0.20675, 5.33023], [3.85626, 0.66923, -3.49516], [-4.29252, -0.88671, 3.71905], [2.35059, 0.69283, -1.98338], [-6.30508, -0.68545, 4.33123], [2.30663, -0.51733, -3.88994], [-0.29876, 2.18166, 2.62660], [0.53437, -1.30096, -3.09578], [-5.60454, 0.82332, 3.73473], [-0.22134, -0.52629, -1.71977], [1.81495, 1.48474, -5.13774], [-2.06591, -0.84856, -0.09654], [1.08128, 1.88485, 0.51964], [-0.00391, 2.15819, 3.67328], [4.81592, 0.87669, 0.10706], [1.35599, 0.87939, 0.84208], [-1.23240, 2.73117, 2.53182], [-0.87631, -2.96817, -2.85256], [1.73507, 2.84511, 2.29868], [2.14741, 2.48872, -0.30945], [4.33478, 2.67214, -1.79792], [-1.52214, -3.79372, -0.35276], [1.39522, 2.36630, -3.62888], [2.76820, 0.71353, -3.39683], [-4.15862, -1.31622, 0.55726], [1.87767, -2.32629, -0.88151], [0.53452, 3.75651, 1.38522], [0.26425, -3.52623, -1.66873], [-2.55403, -2.82441, -1.35425], [0.80665, 2.75941, 1.73148], [3.72759, 3.83649, -1.57182], [1.69882, 3.07875, -0.99777], [1.61208, -1.47317, -1.35663], [4.49232, -0.75947, -1.34826], [-0.46299, -2.73853, -1.87117], [-1.94447, -1.89659, 2.40923], [0.30400, -1.42317, -2.04036], [-1.61253, -1.76958, 0.28434], [-2.43355, -2.23479, 1.49621], [-1.59892, -2.81456, -0.82947], [2.52720, -0.55653, -1.38451], [3.24620, 0.59404, 0.92896], [3.03941, 1.61471, -1.00577], [-0.59730, -1.50876, 0.59381], [-3.86574, -1.69758, 1.53605], [-4.56858, -2.47928, 1.82423], [2.95354, 2.59847, -4.39749], [3.72886, -0.71381, -0.68197]]
}

---

{
  "formula": "C6H16O8V",
  "method": "the ωB97M-V functional and the def2-TZVPD basis",
  "energy_ha": -1783.55451,
  "homo_lumo_gap_ev": 3.068,
  "charge": -1,
  "homo_energy_ha": -0.1780,
  "largest_force_ev_per_a": 4.2,
  "symbols": ["O", "C", "O", "O", "H", "C", "C", "H", "H", "H", "C", "O", "H", "H", "O", "H", "C", "V", "H", "O", "H", "C", "H", "H", "H", "H", "H", "H", "O", "H", "O"],
  "positions_angstrom": [[-0.00493, 2.03800, -5.69102], [1.45284, -3.98247, -1.40660], [3.21432, 1.84003, -1.81326], [-0.26135, 2.31835, 3.98689], [-3.26064, 0.60579, 2.13669], [0.83595, 3.01925, 3.51138], [1.74663, -4.07668, 0.02635], [1.84900, -6.05437, -1.66602], [-4.14753, 0.50138, 3.58261], [1.39305, 2.35252, 2.85319], [-3.41907, 1.13482, 3.07644], [-2.13560, 1.29836, 3.70755], [-0.19197, 1.33024, -6.33804], [2.89121, -4.90914, -2.55994], [-3.34652, -0.00694, -2.01809], [0.84733, -4.47257, 0.49820], [-1.12091, 1.92271, 3.05538], [-0.28535, 1.68736, -2.29551], [-4.22208, -0.29131, -1.69088], [0.99944, -2.96367, -1.87251], [4.10214, 2.13649, -2.09329], [1.86898, -5.14158, -2.26143], [1.25901, -5.28923, -3.15262], [0.58707, 3.93943, 2.98278], [2.01768, -3.08946, 0.40055], [-3.83929, 2.10264, 2.80286], [2.57300, -4.73955, 0.28288], [1.53579, 3.22746, 4.32069], [-0.93884, 5.27514, -2.36251], [-0.93920, 6.09373, -1.82919], [-1.06028, 2.19331, 1.82655]]
}

---

{
  "formula": "C42H48As2CsN5O4S",
  "method": "the ωB97M-V functional and the def2-TZVPD basis",
  "energy_ha": -7093.85715,
  "homo_lumo_gap_ev": 8.543,
  "charge": 0,
  "homo_energy_ha": -0.3154,
  "largest_force_ev_per_a": 3.5,
  "symbols": ["H", "C", "C", "H", "H", "C", "C", "H", "C", "H", "C", "C", "C", "H", "C", "As", "C", "H", "H", "C", "C", "N", "H", "H", "H", "H", "N", "H", "C", "C", "C", "H", "C", "S", "N", "C", "H", "C", "H", "H", "C", "C", "N", "H", "H", "C", "C", "C", "C", "H", "H", "C", "C", "O", "C", "O", "H", "H", "H", "H", "H", "C", "H", "C", "H", "C", "C", "C", "C", "H", "C", "C", "H", "H", "H", "N", "H", "C", "Cs", "H", "H", "As", "H", "H", "H", "H", "H", "H", "O", "H", "C", "H", "C", "C", "O", "C", "H", "C", "H", "H", "C", "H", "H"],
  "positions_angstrom": [[-2.17812, 5.43419, -5.29622], [-2.41400, 3.56820, -4.27326], [-4.82296, -0.43055, 2.68223], [3.80338, -6.56442, 3.59758], [4.77689, -2.58156, 2.36683], [-0.93194, 6.43231, -0.09727], [4.01878, 0.99783, 1.96108], [3.16821, 1.25928, 1.34278], [-2.75465, 5.73743, -3.25270], [-2.96401, -2.59591, -2.36660], [2.85726, -2.81249, 3.31488], [-2.06479, -4.10231, -1.13060], [-2.92930, -1.25699, 1.50737], [5.36982, -4.96344, 2.53914], [0.25910, 4.24676, 0.19427], [2.23968, -0.96243, 3.18920], [-2.42460, 4.95538, -4.35459], [1.17065, -4.12975, -0.12771], [2.76245, -2.68833, 0.52887], [5.19311, 1.72898, 1.82333], [4.41868, -4.61713, 2.92611], [-2.61595, 0.09111, 1.01202], [-0.81230, 6.29062, -1.17757], [-0.90466, -1.24606, -2.52354], [-2.12028, 4.89401, 0.60054], [7.06234, 0.16884, 4.17589], [-4.55859, 0.93493, 2.21586], [-3.00571, -0.43306, -0.97198], [5.03349, -0.32149, 3.68826], [-2.04042, 2.72617, -5.46719], [-3.35775, 0.29367, -0.23629], [1.63582, -5.76006, 4.48530], [-5.24614, 1.11945, 0.93193], [-3.49293, 6.08057, -0.62772], [-2.22820, 5.88849, 0.37396], [6.20968, 0.40331, 3.54957], [-2.97000, -4.69323, -1.05629], [0.27213, -2.58139, -1.32737], [2.84347, -5.17152, -4.89057], [-6.13005, -1.33370, 0.59105], [6.29415, 1.42719, 2.61305], [-0.89907, -4.52564, -0.49632], [-4.80538, 0.14351, -0.08124], [-0.90177, 7.50161, 0.09430], [-5.89545, -0.54961, 2.84159], [-2.06242, -2.92464, -1.86220], [-0.89950, -2.16290, -1.94712], [2.49183, -3.63020, -3.44280], [-3.07444, 3.72914, -1.95117], [5.24216, 2.53284, 1.09862], [4.66114, -2.71798, -1.00495], [3.53700, -5.51717, 3.51569], [4.50428, -4.94670, -3.54433], [-0.81033, 3.57316, 0.33872], [3.24384, -4.63178, -4.04015], [1.30530, 3.77548, -0.32879], [5.99004, -4.48934, -2.06480], [7.21238, 1.99182, 2.50549], [-2.77686, 1.88198, -2.99160], [-6.32007, 1.00857, 1.08353], [-4.71316, -1.94083, -0.28439], [3.92952, -0.03961, 2.88660], [3.53747, -1.12895, 0.31512], [0.21427, 5.70941, 0.60816], [-5.05263, 2.12948, 0.56567], [-5.05660, -1.20554, 0.44598], [2.98650, -2.93505, -2.33979], [2.57730, -1.64427, 0.30105], [0.26342, -3.77508, -0.60287], [5.09068, -5.73038, -4.00748], [-3.11548, 1.07187, 1.99095], [2.32302, -5.06574, 4.01582], [0.68271, -1.60443, 1.34028], [-3.14976, 1.30276, -0.59789], [-2.40595, -1.41327, 2.45179], [-4.36887, -1.44860, 1.72195], [0.08229, 5.76730, 1.69279], [4.08091, -3.27262, 2.82647], [0.27871, 1.69583, -1.00527], [-2.59045, 0.92214, 2.93519], [-2.62739, 1.80713, -5.49928], [1.90252, -1.51556, -1.54569], [1.04626, -3.37090, 4.32126], [-2.77207, 6.81887, -3.31142], [-4.31003, -0.58804, 3.63224], [-3.34343, 3.26328, -1.00931], [1.34090, -0.01647, 1.04431], [-0.98561, 2.44294, -5.42936], [-3.51410, 7.45247, -1.04028], [1.16064, 6.17406, 0.34292], [4.25203, -3.24775, -1.85633], [1.50525, -3.40254, -3.82758], [-2.74924, 2.96588, -3.05755], [-3.07480, 5.11879, -2.05516], [-4.61802, 5.44537, -0.00852], [1.99174, -3.71870, 3.92186], [-2.20133, 3.26748, -6.39993], [1.61159, -1.03567, 1.31266], [-2.89524, 2.07824, 1.62760], [4.98136, -1.11858, 4.41973], [5.00795, -4.25063, -2.45585], [-2.57240, -1.99108, 0.78454], [-0.89488, -5.44804, 0.07289]]
}

---

- Among the records above, which one has the lowest charge?
  C6H16O8V

---

- What is the charge in the third record?
  +1

---

- Which of these has the highest charge?
  C34H32BBrF4FeN8PSe2

---

- Which value of charge does entry 3 give?
  +1